Entry 1:
DFT (ωB97M-V with the def2-TZVPD basis set) results for C5H12NO6PS as an isolated structure in a non-equilibrium geometry.

```
26
C5H12NO6PS (ωB97M-V with the def2-TZVPD basis set)
S -2.7312 -0.8983 -0.4914
P -1.4193 1.4450 -0.1554
O -2.1107 -1.4491 -1.7417
O -0.0704 2.4964 0.2970
O -2.4947 2.0306 0.7016
O -2.8626 -2.0239 0.6204
O -4.0794 -0.2808 -0.6797
O -1.5080 1.5740 -1.6183
N -1.2064 -0.3850 1.9148
C 0.0699 -1.0743 0.0233
C -0.7143 -0.0250 0.6480
C 1.5240 -1.0751 0.5257
C 2.6498 -0.4162 -0.4616
C 2.4039 1.0166 -0.7803
H 3.6832 -0.4886 0.0593
H -0.5088 3.3158 0.0698
H 1.9154 -2.0983 0.6017
H 1.3727 1.2587 -0.9593
H -0.3848 -2.1076 0.3497
H 2.7611 -1.1646 -1.1920
H 0.1143 -1.1206 -1.1270
H -1.6001 -1.3948 1.6366
H 2.9508 1.3769 -1.7185
H -1.9875 0.2398 2.0745
H 2.6862 1.6147 0.0495
H 1.5470 -0.3665 1.3533
```

Net charge = -2
Strongest force on any atom = 3.916 eV/Å
ΔE to the lowest compared entry with this formula, charge and spin = 2.515 eV
E = -39278.7932 eV

***

Entry 2:
DFT (ωB97M-V with the def2-TZVPD basis set) results for a 2-piece molecular cluster, C5H12NOS overall.

```
20
C5H12NOS (ωB97M-V with the def2-TZVPD basis set)
S 0.1485 -2.1073 -0.4963
O 2.5147 1.8787 1.6138
N -2.5005 -0.5059 -0.9578
C 2.2546 2.2653 0.2482
C 0.0183 2.2276 -0.7683
C -2.1845 -0.8506 0.4311
C 1.0433 1.5443 -0.2688
C -1.3270 -2.1258 0.5661
H -3.2544 -1.1106 -1.2703
H -3.1202 -0.9800 0.9956
H -1.6137 -0.0562 0.9200
H -0.8973 1.7416 -1.0902
H 0.9536 0.4680 -0.0872
H -0.9971 -2.2705 1.5993
H 3.4544 1.7285 1.6816
H -0.0239 3.3151 -0.8077
H 3.1501 2.0301 -0.3363
H -1.9430 -2.9929 0.2867
H 2.0901 3.3468 0.2015
H -1.6572 -0.8410 -1.4544
```

Net charge = -1
Strongest force on any atom = 0.768 eV/Å
ΔE to the lowest compared entry with this formula, charge and spin = 2.004 eV
E = -19752.2261 eV

***

Entry 3:
DFT (ωB97M-V with the def2-TZVPD basis set) results for one molecule with the formula C5H12NOS in a non-equilibrium geometry.

```
20
C5H12NOS (ωB97M-V with the def2-TZVPD basis set)
S -0.0428 1.1518 3.1267
O -1.2886 0.0582 -2.9004
N -0.6496 -1.0907 -0.8847
C 1.8939 -0.7189 -1.5352
C 0.5392 -0.2341 -0.8314
C -0.3106 0.8472 1.3355
C 0.8398 0.0720 0.6161
C -1.2469 -1.1101 -2.2814
H -2.3628 -1.2219 -2.1379
H 2.2342 -0.1132 -2.3908
H 1.1714 0.5884 3.2692
H -0.7150 -1.9072 -2.7871
H -1.2213 0.3356 1.0246
H -0.3319 -2.0176 -0.6057
H 1.8420 -1.7576 -1.8447
H 0.8236 -0.8446 1.2221
H -0.4222 1.7960 0.8003
H 0.2560 0.6341 -1.4255
H 1.7817 0.6135 0.6027
H 2.7027 -0.5047 -0.8494
```

Multiplicity = 2
Strongest force on any atom = 2.512 eV/Å
ΔE to the lowest compared entry with this formula, charge and spin = 1.390 eV
E = -19749.2043 eV